(1)
{"formula": "C22H23N4PRuSSe2", "method": "ωB97M-V/def2-TZVPD", "de_lowest_kj_mol": 139.26, "homo_energy_ev": -14.30, "charge": 2, "homo_lumo_gap_ev": 6.6, "elements": ["Ru", "C", "C", "N", "C", "S", "N", "N", "C", "C", "C", "C", "C", "C", "C", "N", "H", "H", "H", "H", "H", "H", "H", "H", "H", "H", "H", "H", "H", "Se", "P", "Se", "C", "C", "C", "C", "C", "C", "C", "C", "C", "C", "C", "C", "H", "H", "H", "H", "H", "H", "H", "H", "H", "H"], "positions_angstrom": [[0.31450, 1.30157, -1.08223], [5.50792, -2.18229, 1.62937], [4.22253, -2.10154, 0.82802], [3.28805, -1.16371, 1.47341], [2.37745, -0.37663, 0.91093], [2.53988, 1.35969, -1.82323], [1.61930, 0.39826, 1.58128], [0.82986, 1.27660, 0.91355], [0.26223, 2.21295, 1.60547], [0.26063, 2.27982, 3.09199], [-0.20448, 3.34182, 0.79925], [-0.88751, 4.43112, 1.29665], [-1.10980, 5.51923, 0.46130], [-0.60838, 5.49564, -0.82859], [0.03289, 4.35125, -1.27277], [0.21661, 3.29103, -0.48105], [6.16862, -2.92451, 1.18577], [5.30810, -2.48898, 2.65736], [6.02696, -1.22448, 1.64261], [3.75875, -3.08729, 0.75697], [4.43625, -1.75254, -0.18260], [3.36747, -1.07952, 2.47951], [0.76803, 1.42230, 3.51686], [-0.77038, 2.29970, 3.45384], [0.74662, 3.19539, 3.43270], [-1.23779, 4.43286, 2.31904], [-1.66405, 6.37598, 0.82014], [-0.72126, 6.34086, -1.49212], [0.42322, 4.27577, -2.27875], [-2.05544, 1.49251, -1.78230], [-1.23097, -0.44522, -1.28967], [2.17963, -0.57664, -1.03269], [-1.83798, -1.05564, 0.28183], [-3.04186, -0.62572, 0.83310], [-3.41441, -1.07758, 2.09060], [-2.58642, -1.93816, 2.79816], [-1.38711, -2.37202, 2.24638], [-1.01221, -1.93448, 0.98726], [-1.46513, -1.61832, -2.60925], [-0.45333, -1.82978, -3.54398], [-0.69368, -2.66138, -4.62621], [-1.93893, -3.25580, -4.77371], [-2.93897, -3.05300, -3.82902], [-2.70700, -2.24148, -2.73230], [-3.68751, 0.04844, 0.28457], [-4.35715, -0.76086, 2.51603], [-2.88193, -2.28087, 3.78080], [-0.75184, -3.05463, 2.79475], [-0.08682, -2.28765, 0.54337], [0.50785, -1.34171, -3.43348], [0.08490, -2.84284, -5.35446], [-2.13655, -3.88309, -5.63247], [-3.90330, -3.52756, -3.94876], [-3.47608, -2.09687, -1.98327]], "lowdin_charge": [0.51, -0.06, -0.25, 0.02, -0.60, 0.19, 0.05, -0.10, -0.22, 0.02, -0.23, 0.03, 0.01, 0.00, -0.10, -0.09, 0.09, 0.09, 0.09, 0.13, 0.08, 0.16, 0.08, 0.11, 0.11, 0.13, 0.13, 0.13, 0.13, 0.52, 0.54, 0.72, -0.43, -0.10, -0.05, -0.04, -0.05, -0.10, -0.43, -0.10, -0.05, -0.03, -0.04, -0.07, 0.09, 0.12, 0.12, 0.12, 0.10, 0.07, 0.12, 0.12, 0.12, 0.12]}

***

(2)
{"formula": "C22H23N5O7Te4Ti", "method": "ωB97M-V/def2-TZVPD", "homo_energy_ev": [-6.07, -6.46], "multiplicity": 3, "homo_lumo_gap_ev": [5.5, 5.8], "elements": ["Ti", "O", "C", "O", "C", "C", "C", "C", "C", "N", "C", "O", "O", "H", "H", "H", "H", "H", "Te", "Te", "Te", "Te", "C", "C", "O", "N", "C", "C", "C", "C", "C", "C", "N", "H", "H", "H", "H", "H", "H", "H", "H", "H", "H", "O", "C", "N", "C", "O", "C", "C", "C", "C", "N", "C", "H", "H", "H", "H", "H", "H", "H", "H"], "positions_angstrom": [[0.72046, -0.32552, 0.37489], [-2.68992, -1.25435, 2.55935], [-1.61136, -1.25866, 1.75832], [-0.72943, -0.32904, 1.87556], [-1.45754, -2.26786, 0.79643], [-2.25582, -3.39026, 0.44986], [-1.77597, -4.25007, -0.51098], [-0.52437, -4.06987, -1.14535], [0.20251, -2.94721, -0.76181], [-0.28524, -2.09577, 0.10918], [1.66388, -2.61730, -1.06537], [2.08924, -2.97739, -2.32926], [1.92471, -1.30552, -0.75878], [-2.54014, -0.56633, 3.22084], [-3.19322, -3.57627, 0.95211], [-2.36973, -5.12015, -0.76522], [-0.11067, -4.79313, -1.83049], [1.98340, -2.19280, -2.88371], [2.78439, -3.88992, 0.46667], [1.21654, -2.81761, 4.43052], [4.77961, -0.75898, 2.51626], [2.31872, -1.80125, 2.23656], [0.04244, 3.90792, -0.38967], [0.92425, 2.93240, 0.33721], [0.51679, 1.79270, 0.62243], [2.16398, 3.31423, 0.67110], [3.01185, 2.49117, 1.54470], [2.46267, 2.34688, 2.93796], [2.71240, 3.31290, 3.90288], [2.18496, 3.13025, 5.17204], [1.43241, 1.99504, 5.42097], [1.23466, 1.08486, 4.39149], [1.73710, 1.25613, 3.17384], [-0.91153, 3.43791, -0.61262], [0.52005, 4.22328, -1.31811], [-0.12462, 4.79336, 0.22356], [2.40375, 4.28596, 0.55953], [3.99642, 2.95779, 1.55464], [3.14365, 1.49539, 1.10717], [3.32779, 4.17237, 3.67651], [2.37018, 3.85365, 5.95316], [1.01698, 1.80094, 6.39914], [0.67627, 0.16974, 4.55237], [-2.42718, -2.23956, -4.23920], [-3.17689, -2.07315, -3.04903], [-3.94100, -0.85920, -3.14449], [-3.43333, 0.39156, -3.32092], [-4.10816, 1.33485, -3.67415], [-1.96389, 0.57243, -3.05584], [-1.14005, 1.18739, -3.98952], [0.21445, 1.32817, -3.72007], [0.70283, 0.82780, -2.52687], [-0.10032, 0.27642, -1.61064], [-1.40487, 0.16957, -1.85175], [-1.96563, -3.08491, -4.18556], [-2.51372, -2.05806, -2.18181], [-3.89040, -2.89031, -2.90979], [-4.91152, -0.93569, -3.41053], [-1.55874, 1.53995, -4.92155], [0.88564, 1.78367, -4.43278], [1.76181, 0.84663, -2.28655], [-2.01150, -0.26716, -1.06486]], "lowdin_charge": [0.86, 0.12, -0.47, -0.15, -0.20, 0.00, -0.07, -0.04, -0.32, -0.02, -0.87, -0.02, -0.37, 0.13, 0.12, 0.11, 0.11, 0.11, 0.83, 0.01, 0.00, -0.03, 0.03, -0.47, -0.07, 0.11, -0.13, -0.31, -0.02, -0.06, -0.04, -0.14, 0.06, 0.09, 0.09, 0.09, 0.15, 0.13, 0.06, 0.11, 0.11, 0.11, 0.03, -0.02, -0.25, 0.11, -0.44, 0.09, -0.10, 0.03, -0.02, -0.10, 0.00, -0.04, 0.09, 0.09, 0.14, 0.15, 0.13, 0.11, 0.13, 0.13]}

***

(3)
{"formula": "C22H23N7O2Pt", "method": "ωB97M-V/def2-TZVPD", "de_lowest_kj_mol": 24.17, "homo_energy_ev": -14.36, "charge": 2, "homo_lumo_gap_ev": 7.5, "elements": ["Pt", "C", "C", "C", "C", "N", "C", "N", "C", "N", "C", "N", "C", "C", "C", "C", "C", "N", "C", "C", "C", "C", "C", "C", "H", "H", "H", "H", "H", "H", "H", "H", "H", "H", "H", "H", "N", "C", "C", "N", "H", "H", "H", "H", "H", "H", "H", "H", "C", "C", "O", "O", "H", "H", "H"], "positions_angstrom": [[-0.76538, 0.10011, 0.02094], [-2.05226, -0.18568, 4.14070], [-0.90365, -0.00694, 4.91458], [0.28555, 0.13709, 4.25617], [0.35451, 0.14448, 2.85098], [-0.77310, 0.03040, 2.10494], [-1.93720, -0.17109, 2.77982], [1.63549, 0.22073, 2.36885], [1.97029, 0.28643, 1.13801], [1.17258, 0.49423, 0.01284], [1.95954, 0.32962, -1.12572], [1.61439, 0.32369, -2.35633], [0.33077, 0.21304, -2.82274], [0.22723, 0.28883, -4.22350], [-0.96392, 0.08317, -4.86229], [-2.07151, -0.24788, -4.07797], [-1.92709, -0.29965, -2.72113], [-0.76618, -0.03269, -2.06128], [3.35240, 0.22244, -0.69350], [4.51824, 0.15914, -1.43356], [5.70517, 0.06219, -0.71600], [5.71226, 0.03374, 0.68018], [4.53314, 0.10176, 1.41374], [3.35920, 0.19459, 0.68972], [-3.02229, -0.35497, 4.58435], [-0.94586, -0.02281, 5.99477], [1.22852, 0.22489, 4.77492], [-2.81236, -0.39839, 2.20350], [1.14573, 0.48446, -4.75668], [-1.03406, 0.13105, -5.94015], [-3.03250, -0.48023, -4.51292], [-2.75550, -0.63265, -2.12861], [4.50374, 0.18162, -2.51392], [6.64544, 0.00546, -1.24704], [6.65819, -0.04405, 1.19830], [4.53087, 0.08380, 2.49413], [-3.03784, 0.38754, -0.04508], [-3.29706, 1.78476, -0.48731], [-2.35267, 2.67288, 0.29525], [-0.98107, 2.19056, -0.00044], [-3.49038, -0.30246, -0.63383], [-3.46404, 0.24160, 0.86152], [-4.33605, 2.07693, -0.33696], [-3.08107, 1.85020, -1.55507], [-2.52059, 2.56977, 1.36803], [-2.45091, 3.72608, 0.03606], [-0.29976, 2.56917, 0.65473], [-0.69880, 2.49911, -0.93043], [-0.67838, -4.07245, 0.07209], [-1.05010, -2.63249, 0.02124], [-2.17636, -2.19328, -0.13187], [-0.05300, -1.76001, 0.14851], [-1.57374, -4.68499, 0.05911], [-0.08733, -4.27412, 0.96494], [-0.05124, -4.30873, -0.78858]], "lowdin_charge": [1.59, -0.02, 0.00, 0.03, -0.28, -0.01, -0.11, 0.20, -0.25, -0.03, -0.25, 0.20, -0.28, 0.03, 0.00, -0.01, -0.12, -0.01, -0.10, 0.03, -0.02, -0.02, 0.03, -0.10, 0.13, 0.13, 0.13, 0.09, 0.13, 0.13, 0.13, 0.09, 0.13, 0.12, 0.12, 0.13, -0.05, -0.18, -0.17, -0.06, 0.08, 0.08, 0.14, 0.12, 0.13, 0.14, 0.12, 0.12, 0.04, -0.62, 0.00, -0.16, 0.10, 0.10, 0.11]}

***

(4)
{"formula": "C22H23NO", "method": "ωB97M-V/def2-TZVPD", "de_lowest_kj_mol": 11.46, "homo_energy_ev": -8.12, "homo_lumo_gap_ev": 8.9, "smiles": "O=C1CCC[C@H](c2ccccc2)N1CCC1=CCc2ccccc21", "elements": ["O", "C", "C", "C", "C", "C", "C", "C", "C", "C", "C", "C", "N", "C", "C", "C", "C", "C", "C", "C", "C", "C", "C", "C", "H", "H", "H", "H", "H", "H", "H", "H", "H", "H", "H", "H", "H", "H", "H", "H", "H", "H", "H", "H", "H", "H", "H"], "positions_angstrom": [[-3.14653, -0.56614, 0.15574], [-2.52021, 0.18064, 0.88375], [-3.26548, 0.66782, 2.14556], [-2.71682, 1.91924, 2.73955], [-1.16724, 1.81158, 2.80275], [-0.55394, 1.59198, 1.38628], [-0.48927, 2.91240, 0.65512], [0.54000, 3.81887, 0.89309], [0.61412, 5.05727, 0.23205], [-0.31905, 5.39014, -0.70039], [-1.39481, 4.52488, -0.91609], [-1.50097, 3.31669, -0.26142], [-1.17643, 0.52638, 0.61920], [-0.46116, -0.08955, -0.48761], [0.08539, -1.48206, -0.10216], [0.91353, -2.07634, -1.19308], [1.21863, -1.57918, -2.47448], [2.13290, -2.50328, -3.24350], [2.35107, -3.56766, -2.18243], [3.17914, -4.69682, -2.21403], [3.25334, -5.58863, -1.13757], [2.42085, -5.38605, -0.04801], [1.58652, -4.25806, 0.02680], [1.58402, -3.36231, -1.05515], [-3.23294, -0.12743, 2.91381], [-4.31818, 0.85137, 1.87327], [-3.01461, 2.80558, 2.17517], [-3.07595, 2.02046, 3.75126], [-0.92862, 0.93914, 3.44925], [-0.74821, 2.69294, 3.28411], [0.45902, 1.29765, 1.59944], [1.30607, 3.58682, 1.59864], [1.42158, 5.74481, 0.43918], [-0.28146, 6.34579, -1.26270], [-2.20348, 4.81970, -1.56743], [-2.38409, 2.74067, -0.46247], [-1.11126, -0.18127, -1.34762], [0.38565, 0.55988, -0.85497], [0.68301, -1.36006, 0.82306], [-0.76222, -2.17067, 0.16569], [0.83570, -0.64764, -2.86125], [3.09714, -2.02973, -3.50147], [1.63271, -2.89353, -4.12353], [3.77846, -4.90702, -3.12047], [3.90731, -6.43538, -1.16408], [2.42808, -6.09805, 0.77098], [0.95868, -4.11587, 0.89815]], "lowdin_charge": [0.05, -0.40, -0.11, -0.20, -0.11, -0.26, -0.17, -0.03, -0.09, -0.10, -0.09, -0.02, -0.02, -0.16, -0.12, -0.16, -0.01, -0.11, -0.18, -0.03, -0.10, -0.09, -0.01, -0.17, 0.13, 0.13, 0.11, 0.10, 0.13, 0.11, 0.14, 0.11, 0.10, 0.11, 0.10, 0.11, 0.12, 0.15, 0.13, 0.14, 0.10, 0.13, 0.12, 0.12, 0.09, 0.10, 0.10]}

***

(5)
{"formula": "C22H23NO3", "method": "ωB97M-V/def2-TZVPD", "de_lowest_kj_mol": 205.40, "homo_energy_ev": -8.10, "homo_lumo_gap_ev": 8.8, "smiles": "O=C(O)C1CN([C@H]2CC[C@@]3(Cc4ccccc4Oc4ccccc43)C2)C1", "elements": ["O", "C", "O", "C", "C", "N", "C", "C", "C", "C", "C", "C", "C", "C", "C", "C", "C", "O", "C", "C", "C", "C", "C", "C", "C", "C", "H", "H", "H", "H", "H", "H", "H", "H", "H", "H", "H", "H", "H", "H", "H", "H", "H", "H", "H", "H", "H", "H", "H"], "positions_angstrom": [[1.84492, -2.33636, -4.65470], [2.29215, -3.27844, -4.00060], [2.09150, -4.53759, -4.31973], [3.04653, -2.93736, -2.72256], [2.18893, -2.95081, -1.45202], [2.55918, -1.57091, -1.17606], [1.66991, -0.43303, -0.73806], [0.41741, -0.35213, -1.63103], [-0.67296, 0.25346, -0.75024], [-0.15456, 0.22903, 0.72338], [-1.13204, -0.34895, 1.73718], [-2.48966, 0.28385, 1.81717], [-3.47280, -0.53854, 2.40785], [-4.81739, -0.14493, 2.43406], [-5.19223, 1.07767, 1.82465], [-4.22474, 1.90643, 1.24914], [-2.85121, 1.55610, 1.27866], [-2.02623, 2.49170, 0.71666], [-0.71804, 2.66390, 1.11317], [-0.36086, 3.96022, 1.46639], [0.93487, 4.29398, 1.93525], [1.88412, 3.27619, 2.06047], [1.50282, 1.96887, 1.74067], [0.22871, 1.64027, 1.22034], [1.04484, -0.75694, 0.57897], [3.32397, -1.49999, -2.42830], [1.52771, -4.53662, -5.10147], [3.96908, -3.50887, -2.59275], [1.13476, -3.12708, -1.55764], [2.57093, -3.62355, -0.64526], [2.27112, 0.52004, -0.75712], [0.04654, -1.32997, -1.95795], [0.52832, 0.26519, -2.51290], [-0.86903, 1.27856, -1.12221], [-1.63187, -0.30499, -0.91896], [-0.65750, -0.35230, 2.70484], [-1.31620, -1.40191, 1.46923], [-3.21736, -1.53608, 2.80479], [-5.53677, -0.76904, 2.88297], [-6.23297, 1.36476, 1.79627], [-4.48689, 2.91699, 0.82822], [-1.11144, 4.76463, 1.33482], [1.17212, 5.32828, 2.14590], [2.88175, 3.49916, 2.42791], [2.27907, 1.22616, 1.81303], [0.67286, -1.80994, 0.56988], [1.77623, -0.71207, 1.41263], [2.92174, -0.80090, -3.15985], [4.39066, -1.26612, -2.29512]], "lowdin_charge": [0.08, -0.48, 0.15, -0.17, -0.13, -0.09, -0.26, -0.13, -0.10, -0.34, -0.10, -0.13, -0.04, -0.08, -0.08, 0.00, -0.18, 0.02, -0.21, 0.01, -0.07, -0.08, -0.02, -0.07, -0.11, -0.14, 0.13, 0.15, 0.10, 0.13, 0.17, 0.11, 0.11, 0.12, 0.14, 0.13, 0.13, 0.12, 0.08, 0.09, 0.13, 0.13, 0.10, 0.10, 0.10, 0.14, 0.12, 0.11, 0.12]}